(1)
{
  "formula": "C22H31F9I2NO2PtSbSi3",
  "method": "ωB97M-V/def2-TZVPD",
  "species": ["Pt", "I", "C", "C", "C", "I", "C", "C", "C", "C", "N", "C", "C", "O", "H", "H", "H", "H", "F", "C", "F", "F", "C", "O", "C", "F", "F", "F", "C", "F", "F", "F", "C", "Si", "C", "C", "Sb", "Si", "C", "C", "C", "Si", "C", "C", "C", "H", "H", "H", "H", "H", "H", "H", "H", "H", "H", "H", "H", "H", "H", "H", "H", "H", "H", "H", "H", "H", "H", "H", "H", "H", "H", "H"],
  "positions_angstrom": [[0.868, 0.479, -0.738], [4.176, -3.212, -2.367], [3.916, -1.233, -2.916], [4.824, -0.630, -3.809], [4.685, 0.664, -4.234], [6.047, 1.442, -5.599], [3.605, 1.448, -3.750], [3.285, 2.775, -4.120], [2.191, 3.393, -3.586], [1.410, 2.731, -2.623], [1.712, 1.515, -2.242], [2.754, 0.845, -2.815], [2.849, -0.520, -2.410], [1.928, -1.016, -1.625], [5.647, -1.227, -4.180], [3.900, 3.282, -4.851], [1.924, 4.400, -3.873], [0.562, 3.191, -2.140], [1.568, 5.163, 1.860], [1.017, 4.405, 0.906], [-0.260, 4.779, 0.778], [1.636, 4.715, -0.241], [1.093, 2.862, 1.204], [0.355, 2.217, 0.256], [0.415, 2.616, 2.593], [0.535, 1.320, 2.934], [-0.890, 2.890, 2.536], [0.932, 3.330, 3.599], [2.602, 2.449, 1.316], [2.744, 1.154, 1.608], [3.241, 3.145, 2.264], [3.247, 2.671, 0.164], [0.092, -1.949, 4.064], [-1.440, -1.280, 3.235], [-2.802, -2.558, 3.193], [-2.119, 0.235, 4.096], [-0.883, -0.809, 0.778], [-0.669, -3.138, -0.289], [0.925, -3.821, 0.413], [-0.526, -2.947, -2.139], [-2.091, -4.317, 0.053], [-2.981, 0.203, -0.263], [-2.821, 0.040, -2.117], [-3.006, 2.000, 0.247], [-4.521, -0.687, 0.327], [-0.065, -2.016, 5.144], [0.956, -1.307, 3.887], [0.329, -2.947, 3.694], [-3.073, -2.802, 4.225], [-2.497, -3.477, 2.699], [-3.695, -2.184, 2.692], [-2.640, -0.096, 4.999], [-2.841, 0.762, 3.470], [-1.346, 0.942, 4.387], [1.754, -3.142, 0.200], [1.153, -4.786, -0.048], [0.867, -3.967, 1.494], [0.205, -2.193, -2.424], [-1.484, -2.705, -2.601], [-0.187, -3.907, -2.542], [-2.077, -4.692, 1.076], [-2.011, -5.183, -0.610], [-3.062, -3.851, -0.127], [-1.846, 0.375, -2.474], [-3.595, 0.642, -2.602], [-2.954, -0.996, -2.433], [-2.021, 2.451, 0.106], [-3.258, 2.104, 1.305], [-3.741, 2.561, -0.334], [-4.433, -1.767, 0.200], [-5.382, -0.350, -0.257], [-4.733, -0.481, 1.378]],
  "lumo_energy_ev": -0.44,
  "relative_energy_kj_mol": 53.0,
  "homo_lumo_gap_ev": 7.35,
  "max_force_ev_per_a": 1.19,
  "homo_energy_ev": -7.8,
  "e_tot_ev": -102983.136
}

=====

(2)
{
  "formula": "C22H31N3O3",
  "method": "ωB97M-V/def2-TZVPD",
  "species": ["C", "O", "C", "C", "C", "H", "C", "N", "C", "O", "C", "H", "H", "C", "C", "N", "N", "C", "O", "C", "H", "H", "C", "C", "H", "H", "C", "C", "C", "C", "C", "C", "C", "H", "H", "H", "H", "H", "H", "H", "H", "H", "H", "H", "C", "H", "C", "H", "H", "H", "H", "H", "H", "H", "H", "H", "H", "H", "H"],
  "positions_angstrom": [[2.839, -5.363, -0.435], [2.267, -4.086, -0.343], [1.573, -3.707, -1.509], [0.963, -2.323, -1.289], [-0.113, -2.367, -0.203], [0.329, -2.705, 0.733], [-0.735, -0.986, -0.018], [-1.284, -0.509, -1.275], [-2.628, -0.417, -1.400], [-3.373, -0.630, -0.460], [-3.211, 0.035, -2.734], [-4.180, -0.455, -2.835], [-2.592, -0.228, -3.588], [-3.446, 1.556, -2.694], [-2.172, 2.276, -2.465], [-1.231, 2.509, -3.320], [-0.236, 3.137, -2.656], [-0.617, 3.260, -1.428], [-1.847, 2.730, -1.235], [0.136, 3.857, -0.303], [-0.544, 4.469, 0.293], [0.921, 4.489, -0.720], [0.750, 2.765, 0.583], [1.510, 3.374, 1.758], [0.819, 3.965, 2.362], [2.283, 4.046, 1.380], [2.167, 2.301, 2.635], [1.161, 1.352, 3.226], [1.153, 0.009, 2.877], [0.214, -0.856, 3.414], [-0.734, -0.387, 4.304], [-0.731, 0.951, 4.664], [0.211, 1.811, 4.132], [0.214, 2.850, 4.428], [-1.464, 1.323, 5.365], [-1.470, -1.059, 4.718], [0.225, -1.900, 3.136], [1.894, -0.369, 2.186], [2.891, 1.743, 2.039], [2.711, 2.800, 3.443], [1.431, 2.159, -0.020], [-0.045, 2.118, 0.961], [-3.875, 1.884, -3.641], [-4.129, 1.791, -1.876], [-0.275, -0.398, -2.303], [-0.678, 0.026, -3.219], [0.356, -1.767, -2.576], [1.119, -1.663, -3.348], [-0.413, -2.450, -2.944], [0.502, 0.287, -1.941], [-1.546, -1.018, 0.711], [0.024, -0.275, 0.325], [-0.894, -3.074, -0.491], [1.769, -1.661, -0.957], [2.265, -3.683, -2.367], [0.782, -4.440, -1.735], [2.073, -6.133, -0.595], [3.346, -5.547, 0.510], [3.565, -5.417, -1.257]],
  "lumo_energy_ev": 0.81,
  "relative_energy_kj_mol": 261.7,
  "homo_lumo_gap_ev": 9.86,
  "max_force_ev_per_a": 1.45,
  "homo_energy_ev": -9.0,
  "e_tot_ev": -33930.319,
  "smiles": "COCC1CCN(C(=O)CCc2nnc(CCCCc3ccccc3)o2)CC1"
}

=====

(3)
{
  "formula": "C22H31N8O6",
  "method": "ωB97M-V/def2-TZVPD",
  "species": ["O", "O", "O", "O", "O", "O", "C", "C", "C", "C", "C", "C", "C", "C", "C", "C", "C", "C", "C", "N", "N", "N", "N", "N", "N", "N", "N", "C", "C", "C", "C", "C", "C", "C", "C", "C", "H", "H", "H", "H", "H", "H", "H", "H", "H", "H", "H", "H", "H", "H", "H", "H", "H", "H", "H", "H", "H", "H", "H", "H", "H", "H", "H", "H", "H", "H", "H"],
  "positions_angstrom": [[0.479, -4.495, -1.193], [1.904, -1.755, -4.499], [-1.729, 5.028, -1.236], [4.608, -3.459, 1.747], [1.283, -1.341, -0.128], [-2.823, 3.531, 3.424], [0.512, -3.894, -2.259], [1.204, -2.536, -3.868], [-1.875, 4.599, -0.104], [4.069, -3.181, 0.694], [2.205, -2.121, -0.332], [-3.241, 3.151, 2.337], [2.107, 2.221, 3.856], [-2.228, -4.791, -4.783], [-1.543, -4.859, -3.562], [-1.776, -3.926, -5.793], [-0.413, -4.056, -3.369], [0.023, -3.202, -4.375], [-0.649, -3.127, -5.587], [2.486, 2.471, 2.634], [2.948, -2.410, 0.778], [-0.197, -2.269, -6.565], [-4.507, 3.326, 1.947], [1.178, 1.324, 4.140], [1.482, -2.971, -2.591], [-2.149, 3.300, 0.071], [2.681, 2.898, 4.811], [-1.732, 5.550, 1.069], [-5.550, 3.940, 2.769], [4.717, -3.492, -0.649], [0.469, 0.425, 3.202], [2.627, -2.574, -1.755], [3.633, -3.745, -1.706], [-0.932, 0.938, 2.827], [-0.891, 2.130, 1.855], [-2.290, 2.509, 1.314], [-3.108, -5.407, -4.949], [-1.879, -5.529, -2.773], [-2.309, -3.873, -6.737], [3.191, 3.157, 2.441], [2.058, 1.958, 1.883], [2.478, -2.392, 1.671], [0.707, -1.817, -6.390], [-0.470, -2.444, -7.528], [-4.753, 3.029, 1.017], [0.928, 1.229, 5.110], [-2.219, 2.801, -0.805], [2.420, 2.746, 5.769], [3.385, 3.579, 4.592], [-1.352, 6.503, 0.700], [-2.706, 5.717, 1.525], [-1.040, 5.148, 1.804], [-5.261, 4.959, 3.035], [-6.495, 3.970, 2.224], [-5.687, 3.367, 3.688], [5.357, -4.374, -0.548], [5.346, -2.648, -0.946], [0.345, -0.544, 3.692], [1.052, 0.251, 2.295], [3.126, -1.712, -2.211], [4.093, -3.878, -2.691], [3.114, -4.677, -1.456], [-1.474, 1.211, 3.734], [-1.467, 0.118, 2.346], [-0.262, 1.848, 1.009], [-0.434, 2.989, 2.347], [-2.775, 1.576, 1.028]],
  "lumo_energy_ev": -2.71,
  "relative_energy_kj_mol": 0.0,
  "homo_lumo_gap_ev": 7.51,
  "max_force_ev_per_a": 3.51,
  "homo_energy_ev": -10.2,
  "total_charge": 1,
  "e_tot_ev": -47520.881
}

=====

(4)
{
  "formula": "C22H32BNO7PdSSe2Si",
  "method": "ωB97M-V/def2-TZVPD",
  "species": ["Pd", "C", "Se", "C", "C", "Se", "C", "H", "H", "H", "H", "H", "H", "H", "H", "H", "H", "C", "C", "C", "C", "C", "C", "C", "S", "O", "O", "N", "C", "C", "O", "O", "H", "H", "H", "H", "H", "H", "H", "H", "H", "O", "B", "O", "C", "C", "C", "C", "C", "C", "H", "H", "H", "H", "C", "Si", "C", "C", "O", "H", "H", "H", "H", "H", "H", "H", "H", "H"],
  "positions_angstrom": [[-0.806, -0.694, 0.732], [-3.860, -3.060, 1.523], [-3.549, -1.517, 0.441], [-3.350, -2.392, -1.257], [-1.986, -3.035, -1.415], [-0.509, -1.786, -1.460], [0.831, -3.121, -1.133], [-4.816, -3.486, 1.230], [-3.903, -2.719, 2.555], [-3.050, -3.780, 1.423], [-3.544, -1.625, -2.002], [-4.111, -3.168, -1.351], [-1.922, -3.581, -2.360], [-1.738, -3.692, -0.583], [0.605, -3.556, -0.166], [1.798, -2.632, -1.136], [0.767, -3.852, -1.937], [1.822, 4.867, -3.933], [0.756, 4.081, -3.217], [-0.238, 4.733, -2.492], [-1.197, 4.018, -1.789], [-1.164, 2.629, -1.822], [-0.190, 1.956, -2.555], [0.758, 2.688, -3.247], [-2.273, 1.721, -0.814], [-3.429, 2.517, -0.518], [-2.474, 0.474, -1.495], [-1.304, 1.417, 0.457], [-1.565, 2.059, 1.696], [-1.943, 1.044, 2.815], [-2.299, 1.482, 3.881], [-1.815, -0.179, 2.472], [1.442, 5.830, -4.274], [2.205, 4.324, -4.797], [2.667, 5.061, -3.269], [-0.258, 5.816, -2.469], [-1.969, 4.525, -1.225], [-0.181, 0.872, -2.588], [1.521, 2.167, -3.817], [-2.361, 2.799, 1.620], [-0.646, 2.496, 2.101], [1.322, 1.335, 0.956], [0.989, 0.084, 0.488], [1.848, -0.338, -0.511], [2.709, 0.738, -0.714], [3.733, 0.843, -1.620], [4.419, 2.062, -1.623], [4.075, 3.091, -0.750], [3.040, 2.948, 0.178], [2.385, 1.743, 0.161], [3.985, 0.036, -2.294], [5.238, 2.205, -2.314], [4.623, 4.023, -0.786], [2.759, 3.737, 0.861], [-0.127, -1.890, 4.197], [0.143, -2.974, 2.733], [-0.361, -4.702, 3.160], [1.976, -2.981, 2.401], [-0.698, -2.546, 1.349], [0.376, -2.327, 5.066], [-1.184, -1.755, 4.432], [0.285, -0.890, 4.036], [0.395, -5.161, 3.804], [-0.457, -5.321, 2.263], [-1.314, -4.731, 3.695], [2.543, -3.049, 3.334], [2.291, -2.060, 1.897], [2.284, -3.823, 1.773]],
  "lumo_energy_ev": -1.74,
  "relative_energy_kj_mol": 323.7,
  "homo_lumo_gap_ev": 6.46,
  "max_force_ev_per_a": 3.33,
  "homo_energy_ev": -8.2,
  "e_tot_ev": -192719.970
}

=====

(5)
{
  "formula": "C22H32Cl2O3PdS",
  "method": "ωB97M-V/def2-TZVPD",
  "species": ["Pd", "C", "O", "C", "C", "O", "C", "H", "H", "H", "H", "H", "H", "H", "H", "H", "H", "C", "C", "C", "C", "C", "C", "C", "C", "C", "C", "H", "H", "H", "H", "H", "H", "H", "H", "H", "H", "H", "H", "Cl", "C", "Cl", "H", "H", "C", "S", "O", "C", "C", "C", "C", "C", "C", "H", "H", "H", "H", "H", "H", "H", "H"],
  "positions_angstrom": [[-0.238, -0.552, -0.866], [0.415, -3.743, -1.721], [1.006, -2.490, -1.357], [2.133, -2.651, -0.498], [2.373, -1.317, 0.148], [1.176, -0.873, 0.812], [0.946, -1.490, 2.087], [1.139, -4.357, -2.257], [-0.427, -3.526, -2.372], [0.067, -4.268, -0.829], [3.013, -2.976, -1.058], [1.901, -3.419, 0.246], [2.592, -0.552, -0.597], [3.208, -1.361, 0.851], [1.766, -1.224, 2.757], [0.864, -2.572, 1.997], [0.013, -1.088, 2.472], [-2.076, 3.054, -2.181], [-1.045, 1.941, -1.969], [0.302, 2.374, -2.539], [-0.913, 1.649, -0.478], [-1.534, 0.593, -2.535], [-2.897, 0.230, -2.397], [-3.384, -0.907, -2.985], [-2.532, -1.752, -3.717], [-1.204, -1.438, -3.844], [-0.692, -0.264, -3.256], [-1.663, 4.012, -1.858], [-3.002, 2.890, -1.630], [-2.323, 3.134, -3.240], [0.604, 3.321, -2.091], [0.217, 2.524, -3.615], [1.106, 1.665, -2.350], [-1.821, 1.784, 0.140], [-3.577, 0.881, -1.864], [-4.440, -1.138, -2.909], [-2.932, -2.634, -4.203], [-0.545, -2.054, -4.443], [0.320, 0.032, -3.495], [-3.156, -4.660, 0.477], [-3.318, -3.108, -0.281], [-2.095, -1.929, 0.382], [-4.285, -2.673, -0.069], [-3.117, -3.180, -1.341], [0.896, 4.211, 1.886], [0.009, 2.807, 2.563], [0.181, 1.547, 0.095], [1.168, 1.941, 3.487], [2.550, 1.988, 3.246], [3.396, 1.262, 4.058], [2.881, 0.493, 5.104], [1.508, 0.432, 5.331], [0.646, 1.145, 4.523], [1.365, 4.765, 2.698], [0.145, 4.835, 1.403], [1.641, 3.901, 1.156], [2.954, 2.578, 2.435], [4.464, 1.297, 3.888], [3.557, -0.053, 5.750], [1.115, -0.161, 6.147], [-0.422, 1.123, 4.704]],
  "lumo_energy_ev": [-9.54, -9.70],
  "relative_energy_kj_mol": 174.5,
  "homo_lumo_gap_ev": [3.44, 3.19],
  "max_force_ev_per_a": 1.27,
  "homo_energy_ev": [-13.0, -12.9],
  "total_charge": 2,
  "e_tot_ev": -68816.831
}

=====

(6)
{
  "formula": "C22H32ClI2NO4",
  "method": "ωB97M-V/def2-TZVPD",
  "species": ["C", "C", "C", "C", "C", "I", "C", "C", "I", "C", "O", "O", "C", "Cl", "O", "C", "N", "C", "C", "C", "C", "O", "C", "C", "H", "H", "H", "H", "H", "H", "H", "H", "H", "H", "H", "H", "H", "H", "H", "H", "H", "H", "C", "C", "C", "C", "C", "C", "H", "H", "H", "H", "H", "H", "H", "H", "H", "H", "H", "H", "H", "H"],
  "positions_angstrom": [[-0.151, 0.808, 4.496], [1.284, 0.431, 4.798], [1.852, -0.952, 4.046], [2.204, -0.667, 2.475], [2.583, 0.927, 2.142], [1.542, 2.220, 0.691], [3.752, 1.630, 2.816], [4.115, 3.225, 2.456], [5.052, 0.729, 4.329], [3.561, -1.376, 1.797], [4.519, -2.110, 2.360], [3.355, -0.950, 0.379], [1.982, -1.472, 0.066], [2.463, -3.138, -0.687], [1.561, -0.745, -1.132], [1.149, -1.690, -2.223], [0.305, -2.297, -3.033], [1.136, -1.440, 1.454], [0.583, -2.932, 1.801], [1.589, -3.971, 2.535], [1.418, -4.576, 3.901], [-0.083, -0.642, 1.618], [-1.110, -0.909, 0.611], [-2.590, -1.283, 1.295], [-1.038, 0.036, 4.483], [-0.447, 1.942, 4.269], [1.921, 1.087, 5.528], [1.026, -1.753, 4.252], [2.799, -1.309, 4.681], [5.084, 3.580, 3.046], [3.218, 3.859, 2.888], [4.306, 3.397, 1.312], [-0.346, -2.780, 2.536], [0.118, -3.504, 0.862], [2.593, -4.282, 1.968], [0.398, -4.688, 4.462], [2.376, -5.035, 4.433], [-1.309, 0.131, 0.059], [-0.808, -1.656, -0.240], [-3.314, -0.347, 1.153], [-3.033, -2.153, 0.635], [-2.508, -1.554, 2.435], [-4.192, 2.284, -6.233], [-2.707, 2.318, -5.904], [-2.218, 1.060, -5.184], [-2.854, 0.801, -3.813], [-2.689, 1.929, -2.792], [-1.237, 2.207, -2.434], [-4.805, 2.232, -5.328], [-4.479, 3.190, -6.776], [-4.432, 1.421, -6.863], [-2.483, 3.212, -5.312], [-2.147, 2.422, -6.841], [-1.128, 1.119, -5.077], [-2.408, 0.188, -5.823], [-2.419, -0.118, -3.399], [-3.923, 0.596, -3.939], [-3.226, 1.651, -1.877], [-3.160, 2.849, -3.156], [-0.758, 1.312, -2.024], [-1.181, 2.996, -1.677], [-0.662, 2.540, -3.303]],
  "lumo_energy_ev": -0.69,
  "homo_lumo_gap_ev": 7.82,
  "max_force_ev_per_a": 11.84,
  "homo_energy_ev": -8.5,
  "e_tot_ev": -61720.314,
  "smiles": "C=CC[C@]1(OCC)[C@@](Cl)(OC#N)OC(=O)[C@@]1(CC=C)/C(I)=C(/C)I.CCCCCC"
}